49
Properties=species:S:1:pos:R:3 method="wB97M-V/def2-TZVPD" multiplicity=8 relative_energy_kcal_mol=123.4 charge=0 gap_ev="5.93 / 6.17" homo_ev="-6.08 / -6.19" total_energy_ha=-2623.42723
C -1.1916 -1.3743 1.4308
C -1.0226 -1.9716 0.1576
C 0.4126 -2.1842 -0.0785
H -1.8141 -2.2247 -0.4897
C 1.1533 -1.6926 1.0256
C 0.1531 -1.3209 1.9766
H 0.5536 -0.8646 2.9744
H -2.0752 -0.9338 1.8635
H 0.8510 -2.6345 -0.9266
H 2.1854 -1.5861 1.1693
Gd -0.0342 0.0849 0.0063
Cl 1.9723 1.4004 0.1575
P 0.0180 0.3342 -2.4047
C 1.2455 -0.7297 -3.1402
C 0.9434 -1.4329 -4.3015
H -0.0588 -1.4101 -4.7089
C 1.9301 -2.1726 -4.9466
H 1.6825 -2.7209 -5.8499
C 3.2257 -2.2058 -4.4421
H 3.9934 -2.7822 -4.9482
C 3.5331 -1.4903 -3.2870
H 4.5439 -1.5023 -2.8931
C 2.5530 -0.7587 -2.6358
H 2.7960 -0.1932 -1.7405
C -1.5941 -0.1525 -3.0069
C -2.0507 -1.4736 -2.9171
H -1.4143 -2.2451 -2.4949
C -3.3124 -1.8079 -3.3853
H -3.6535 -2.8362 -3.3244
C -4.1371 -0.8286 -3.9343
H -5.1251 -1.0894 -4.2978
C -3.6878 0.4866 -4.0111
H -4.3262 1.2550 -4.4321
C -2.4249 0.8252 -3.5505
H -2.0801 1.8507 -3.6070
C 0.3385 1.9781 -2.9659
C 0.8465 2.0963 -4.2502
H 1.0934 1.2121 -4.8235
C 1.0509 3.3534 -4.8077
H 1.4502 3.4333 -5.8136
C 0.7530 4.4993 -4.0780
H 0.9156 5.4796 -4.5127
C 0.2482 4.3810 -2.7849
H 0.0193 5.2709 -2.2079
C 0.0397 3.1315 -2.2237
H -0.3504 3.0442 -1.2146
O -0.0139 0.0287 4.6404
C -0.0821 0.1731 3.3287
N -0.0523 0.3010 2.1337

***

49
Properties=species:S:1:pos:R:3 method="wB97M-V/def2-TZVPD" multiplicity=3 charge=0 gap_ev="5.46 / 5.50" homo_ev="-6.68 / -6.69" total_energy_ha=-5269.39615
C 1.0657 0.0113 2.1203
C 1.5518 1.1094 1.3113
C 0.4291 1.9916 0.9971
H 2.5968 1.1424 0.9295
C -0.7758 1.3743 1.4779
C -0.4772 0.0527 2.2168
H -1.2839 -0.2370 2.9893
H 1.5043 -0.9901 2.2639
H 0.4730 2.9334 0.4177
H -1.8494 1.7984 1.4923
Tm 0.1122 -0.1663 -0.3555
Cl -2.1234 0.1606 -1.5470
P 1.1502 1.7591 -3.1475
C 0.8499 3.5636 -3.4283
C 1.8446 4.4871 -3.8106
H 2.8789 4.1580 -3.9739
C 1.5150 5.8427 -3.9904
H 2.2970 6.5544 -4.2841
C 0.1970 6.2862 -3.7935
H -0.0567 7.3456 -3.9360
C -0.7956 5.3655 -3.4090
H -1.8271 5.7062 -3.2575
C -0.4756 4.0146 -3.2172
H -1.2491 3.2989 -2.9068
C 2.9894 1.7202 -3.2518
C 3.6811 1.9798 -2.0460
H 3.1168 2.2026 -1.1287
C 5.0804 1.9651 -2.0270
H 5.6131 2.1835 -1.0934
C 5.8062 1.6746 -3.1978
H 6.9043 1.6585 -3.1766
C 5.1182 1.4014 -4.3910
H 5.6750 1.1672 -5.3065
C 3.7119 1.4220 -4.4227
H 3.1904 1.2109 -5.3648
C 0.7082 1.1001 -4.8134
C 0.4492 1.8971 -5.9467
H 0.5099 2.9910 -5.8883
C 0.1143 1.2883 -7.1700
H -0.0891 1.9152 -8.0475
C 0.0360 -0.1103 -7.2712
H -0.2252 -0.5818 -8.2284
C 0.2907 -0.9041 -6.1370
H 0.2345 -1.9966 -6.2116
C 0.6171 -0.3073 -4.9136
H 0.8024 -0.9280 -4.0265
Se -1.8538 -2.7821 3.9746
C -1.2648 -2.0002 2.4527
N -0.9288 -1.5689 1.3480

***

50
Properties=species:S:1:pos:R:3 method="wB97M-V/def2-TZVPD" relative_energy_kcal_mol=0.0 charge=0 gap_ev=8.01 homo_ev=-7.58 total_energy_ha=-1345.26557
F -4.7407 -2.2405 3.1668
F -6.4087 -0.6464 3.7032
N 2.9129 1.6894 -0.7194
N 1.2724 -2.5120 0.1700
C 1.8961 1.0916 -0.2445
C 2.4765 -2.4191 -0.3503
C -5.1749 -0.9351 3.2055
C 3.9970 0.8604 -1.0605
C 0.8014 -1.2251 0.4249
C -4.3350 0.0506 2.6995
C 3.9867 -0.4933 -0.9418
C 1.7520 -0.3471 -0.0568
C -5.1234 4.1997 2.9783
C -4.5994 3.6812 1.8010
C -5.4171 3.3546 4.0427
C -4.3560 2.3076 1.7272
C -5.1293 1.9939 4.0022
C -1.6135 -1.6110 0.6493
C -0.6400 0.2018 1.8813
C -2.8680 -1.2831 1.1519
C -1.8955 0.4813 2.4164
C -4.6427 1.4551 2.8180
C -0.4950 -0.8843 1.0079
C -3.0292 -0.2712 2.1091
N 0.8716 1.9571 -0.0828
N 2.8245 -1.0864 -0.4723
C 2.9894 -4.7995 -2.5560
C 3.5795 -3.4190 -2.4079
C 2.7934 -4.9053 -1.0480
C 3.3700 -3.5237 -0.9049
H 4.9320 1.3421 -1.4571
H 4.8509 -1.0733 -1.1859
H -5.3727 5.2590 3.1022
H -4.3449 4.2977 0.9134
H -5.8971 3.7716 4.9359
H -3.9378 1.8996 0.7906
H -5.3068 1.3849 4.8489
H -1.4876 -2.3999 -0.0677
H 0.2166 0.7138 2.2694
H -3.7480 -1.8802 0.8572
H -1.9667 1.2365 3.1744
H 0.9921 2.7542 -0.6799
H -0.0114 1.4801 -0.0278
H 3.6461 -5.5899 -2.9834
H 2.0188 -4.8307 -3.0503
H 4.6223 -3.3365 -2.7270
H 2.9534 -2.6775 -2.8628
H 3.4649 -5.6316 -0.6005
H 1.7927 -5.1043 -0.6655
H 4.3358 -3.5655 -0.3513

***

68
Properties=species:S:1:pos:R:3 method="wB97M-V/def2-TZVPD" multiplicity=5 relative_energy_kcal_mol=33.4 charge=-2 gap_ev="5.37 / 5.62" homo_ev="-1.31 / -2.30" total_energy_ha=-12942.98254
Ir -0.3594 0.1984 0.5348
Se 1.6931 -0.1658 -6.5070
Sb 0.4322 -0.8059 -4.5338
Se 0.0810 2.1664 -0.5026
Se -0.1203 -0.6578 -1.5150
Se 0.3958 1.1649 -2.8044
N 4.4192 -1.0364 -0.8329
C 3.2920 -0.2483 -0.8797
N 2.6503 -0.2027 0.2419
C 3.3793 -1.0063 1.1111
C 3.1484 -1.3130 2.4510
C 4.0573 -2.1398 3.0869
C 5.1842 -2.6469 2.4207
C 5.4234 -2.3572 1.0895
C 4.4960 -1.5416 0.4484
H 4.9903 -1.2650 -1.6258
H 2.9983 0.2765 -1.7788
H 2.2885 -0.9243 2.9821
H 3.8987 -2.3941 4.1274
H 5.8795 -3.2743 2.9650
H 6.2930 -2.7454 0.5732
C -0.7873 -5.8203 2.5838
C -2.1919 -5.2733 2.6226
C -3.0120 -5.6134 3.6890
C -4.2885 -5.0753 3.7774
C -4.7355 -4.2143 2.8010
C -3.9300 -3.8617 1.7063
N -4.5138 -2.9535 0.8230
C -4.0779 -2.4484 -0.4209
C -3.9012 -3.2767 -1.5262
C -3.5678 -2.7315 -2.7558
C -3.4747 -1.3530 -2.9058
C -3.6668 -0.5304 -1.8057
C -3.9375 -1.0698 -0.5554
C -3.8774 -0.2662 0.7290
O -4.9335 0.0762 1.2747
O -2.7098 -0.0786 1.1915
C -2.6296 -4.3952 1.6175
C -1.6557 -4.0207 0.5257
H -0.6456 -6.5612 3.3710
H -0.0554 -5.0239 2.7395
H -0.5603 -6.2858 1.6228
H -2.6409 -6.2740 4.4639
H -4.9312 -5.3224 4.6141
H -5.7201 -3.7669 2.8781
H -5.1607 -2.3272 1.2824
H -4.0074 -4.3484 -1.3996
H -3.3672 -3.3794 -3.6007
H -3.1696 -0.9308 -3.8549
H -3.5431 0.5422 -1.9054
H -1.6301 -4.7783 -0.2654
H -0.6482 -3.9254 0.9255
H -1.9099 -3.0791 0.0551
F -2.5828 0.0640 4.9172
C -2.3409 -0.8874 4.0199
F -1.8931 -1.9779 4.6632
F -3.4515 -1.2139 3.4154
S -0.8190 -0.3270 3.0599
O -0.5009 -1.3672 2.0542
O 0.1085 -0.3078 4.1643
N -0.8692 1.1578 2.4326
S -0.3013 2.4819 3.1979
O -0.7612 2.5508 4.5549
O -0.4844 3.6040 2.3409
C 1.5546 2.3940 3.4122
F 1.9061 3.6471 3.7528
F 2.2273 2.0610 2.3247
F 1.9200 1.5964 4.4055

***

58
Properties=species:S:1:pos:R:3 method="wB97M-V/def2-TZVPD" charge=+2 gap_ev=2.44 homo_ev=-15.10 total_energy_ha=-2036.24766
In 8.3666 -14.2924 6.9137
F 10.7615 -13.5643 5.5074
C 10.9542 -8.0591 3.3469
C 9.6680 -7.7715 2.8297
C 8.6008 -8.6323 3.1062
C 8.8300 -9.6392 4.0418
C 10.0880 -9.9334 4.4785
C 11.1561 -9.1150 4.2284
N 7.7455 -10.5661 4.4767
O 6.6324 -10.3747 3.9166
O 7.9610 -11.4771 5.2362
H 11.7609 -7.5346 2.8565
H 9.5645 -7.0416 2.0405
H 7.5829 -8.5235 2.7619
H 10.1287 -10.7172 5.2204
H 12.1589 -9.2893 4.5894
C 13.9207 -13.4832 3.8064
C 15.2272 -13.7751 3.4517
C 16.0900 -12.7669 3.1944
C 15.7152 -11.4295 3.3355
C 14.4147 -11.1155 3.7260
C 13.4831 -12.1841 3.9434
N 16.6398 -10.3603 2.9374
O 17.6982 -10.6812 2.4521
O 16.2311 -9.2011 3.0851
H 13.2293 -14.2655 4.0828
H 15.4377 -14.8331 3.3995
H 17.0519 -13.0985 2.8320
H 14.1357 -10.0723 3.7107
H 12.4376 -12.0710 4.1893
C 9.8640 -11.4241 0.6235
C 10.4725 -12.0851 1.6586
C 9.8502 -13.0815 2.2880
C 8.6158 -13.5923 1.8387
C 7.9894 -13.0091 0.6777
C 8.6695 -11.9070 0.0865
N 7.9032 -14.6562 2.6552
O 7.0054 -15.3103 2.1301
O 8.1292 -14.7026 3.8454
H 10.3511 -10.6025 0.1194
H 11.4770 -11.9032 2.0111
H 10.4359 -13.5048 3.0906
H 7.0012 -13.3490 0.4052
H 8.1701 -11.4489 -0.7545
C 14.6815 -10.1097 7.4564
C 14.1607 -11.3153 7.1168
C 12.7720 -11.5132 7.3253
C 11.9623 -10.4781 7.7670
C 12.5912 -9.2367 8.0457
C 13.9360 -9.0823 7.9475
N 10.4818 -10.6482 8.0131
O 10.0834 -11.7853 8.1787
O 9.7458 -9.6689 8.1830
H 15.7116 -9.8555 7.2547
H 14.7515 -12.0790 6.6329
H 12.2706 -12.4088 6.9893
H 11.9661 -8.4011 8.3239
H 14.2419 -8.0466 7.9582